This record from OMol25 describes an isolated ion of composition CH3N2O and charge +1 at a distorted geometry. The level of theory is ωB97M-V/def2-TZVPD.

Last column: Mulliken charge in e.
Atoms and positions in Å:
N: 1.3635 2.5599 -0.7846  -0.045
N: 0.9044 1.6178 -0.4756  0.570
C: 0.3098 0.4390 -0.0951  -0.056
O: -0.9299 0.3647 -0.6933  -0.449
H: 0.2696 0.4589 1.0178  0.306
H: 1.0064 -0.3727 -0.4052  0.306
H: -1.4066 -0.4467 -0.4703  0.368

ΔE to the lowest compared entry with this formula, charge and spin: 107.2 kJ/mol
SMILES string: N#[N+]CO
LUMO: -6.5 eV
Orbital gap: 10.843 eV
Spin multiplicity: 1
Net charge: +1



This record from OMol25 describes CH3N2O2P as an isolated structure at a distorted geometry. The level of theory is ωB97M-V/def2-TZVPD.

Last column: Mulliken charge in e.
Atoms and positions in Å:
C: 0.5674 -0.7878 -0.0905  0.582
N: 0.7379 0.3871 -0.5824  -0.366
N: -1.3176 -1.0451 -0.3177  -0.391
O: 1.1040 -1.6658 0.4016  -0.336
O: -3.6084 -0.2341 0.2559  -0.541
P: -2.2030 0.2482 0.1314  0.278
H: 0.1745 0.5389 -1.3505  0.270
H: 1.6431 0.8629 -0.5993  0.251
H: -1.7878 -1.9769 -0.3416  0.252

ΔE to the lowest compared entry with this formula, charge and spin: 147.6 kJ/mol
LUMO: 0.3 eV
Orbital gap: 9.594 eV
Spin multiplicity: 1
Net charge: 0



This record from OMol25 describes a 3-piece molecular cluster, CH3N2O2S overall at a distorted geometry. The level of theory is ωB97M-V/def2-TZVPD.

Last column: Mulliken charge in e.
Atoms and positions in Å:
C: 0.4997 -0.0681 1.0609  0.393
N: 1.3424 0.5453 0.3302  -0.496
N: 1.6630 -0.8217 0.8061  -0.492
O: -0.9254 1.3930 2.6378  -0.539
O: -1.2476 -0.9963 2.9015  -0.594
S: -0.3225 0.1366 2.8257  0.550
H: -1.6513 -1.4298 -0.4321  0.281
H: -1.5845 -1.1861 0.3959  -0.263
H: 2.1676 -0.8455 1.7296  0.159

ΔE to the lowest compared entry with this formula, charge and spin: 453.8 kJ/mol
LUMO: 3.8 eV
Orbital gap: 8.243 eV
Spin multiplicity: 1
Net charge: -1



This record from OMol25 describes CH3N2OS as an isolated structure at a distorted geometry. The level of theory is ωB97M-V/def2-TZVPD.

Last column: Mulliken charge in e.
Atoms and positions in Å:
C: 1.0027 0.2130 0.0914  -0.610
N: -0.2849 0.7705 -0.1208  -0.450
N: -1.2625 0.0046 -0.1333  0.406
O: -0.9119 -1.7101 0.0014  -0.682
S: -2.7993 0.3714 0.0335  -0.452
H: 1.2475 -0.4161 0.8747  0.305
H: 1.1980 -0.3254 -0.8420  0.245
H: 1.8104 1.0921 0.0952  0.238

ΔE to the lowest compared entry with this formula, charge and spin: 231.4 kJ/mol
LUMO: 4.2 eV
Orbital gap: 7.601 eV
Spin multiplicity: 1
Net charge: -1



This record from OMol25 describes a 2-piece molecular cluster, CH3N2PS overall at a distorted geometry. The level of theory is ωB97M-V/def2-TZVPD.

Last column: Mulliken charge in e.
Atoms and positions in Å:
H: 3.9303 -1.5728 -0.8188  0.269
N: 3.2200 -0.9107 -0.5731  -0.363
P: 2.2899 -0.6219 0.6145  0.135
C: 1.0014 0.3452 -0.2377  0.262
N: 0.1608 0.9159 -0.7826  -0.295
S: -3.6445 0.0752 0.2525  -0.299
H: -4.0473 0.5896 1.4614  0.143
H: -2.9106 1.1795 0.0838  0.148

ΔE to the lowest compared entry with this formula, charge and spin: 199.1 kJ/mol
SMILES string: [H]/N=P/C#N.S
LUMO: -1.3 eV
Orbital gap: 8.197 eV
Spin multiplicity: 1
Net charge: 0



This record from OMol25 describes a 2-piece molecular cluster, CH3N3O overall at a distorted geometry. The level of theory is ωB97M-V/def2-TZVPD.

Last column: Mulliken charge in e.
Atoms and positions in Å:
N: 0.1502 2.9764 -2.2507  -0.339
N: 0.1571 3.2597 -1.1744  0.811
O: 0.2036 3.7178 -0.1164  -0.491
C: -0.2977 -0.1725 -0.4610  -0.267
N: -0.3880 0.8857 0.2084  -0.390
H: -0.2406 -1.1237 0.0556  0.232
H: -0.0550 -0.0957 -1.5521  0.218
H: -0.4047 0.6604 1.2638  0.226

ΔE to the lowest compared entry with this formula, charge and spin: 296.4 kJ/mol
SMILES string: N#[N+][O-].C=N
LUMO: 1.1 eV
Orbital gap: 11.520 eV
Spin multiplicity: 1
Net charge: 0